Molecular formula: C27H43BrN2OP2Sn
Method: DFT, ωB97M-V/def2-TZVPD

Calculated values
Maximum force: 4.2 eV/Å
Relative energy (zero: lowest compared OMol25 entry of this formula, charge and spin): 0.0 kJ/mol
Frontier orbital gap (spin up / spin down): 6.414 / 6.415 eV
Total charge: +2
Molar mass: 672.22 u
2S+1: 1
HOMO (spin up / spin down): -0.4702 / -0.4703 Eh

Structure (XYZ):
```
77
C27H43BrN2OP2Sn, DFT ωB97M-V/def2-TZVPD
C 1.91 4.09 -0.75
C 0.82 3.54 -1.46
C 0.94 3.26 -2.84
C 2.13 3.64 -3.46
N 3.14 4.18 -2.79
C 3.05 4.42 -1.48
C -0.38 3.21 -0.79
C -1.04 2.30 -0.19
C -2.38 2.28 0.36
C -2.94 1.14 0.96
C -4.29 1.13 1.29
C -5.02 2.28 1.05
C -4.48 3.46 0.53
C -3.14 3.46 0.17
Sn -0.31 -0.16 0.18
P 2.25 -0.55 -0.60
H 0.17 2.70 -3.36
H 1.88 4.16 0.34
H 2.25 3.47 -4.53
H 3.90 4.87 -0.99
H -2.65 4.32 -0.27
H -2.35 0.22 1.17
H -5.09 4.35 0.38
H -4.75 0.24 1.70
C 2.81 -2.26 -0.23
C 3.96 -2.81 -1.08
H 1.92 -2.90 -0.33
H 3.09 -2.27 0.84
H 4.16 -3.85 -0.78
H 3.72 -2.83 -2.15
H 4.90 -2.26 -0.93
C 2.52 -0.27 -2.41
C 3.92 0.16 -2.85
H 1.79 0.50 -2.70
H 2.22 -1.20 -2.92
H 3.94 0.24 -3.94
H 4.19 1.15 -2.46
H 4.70 -0.56 -2.57
C 3.41 0.59 0.24
C 4.86 0.12 0.34
H 3.00 0.75 1.25
H 3.35 1.56 -0.28
H 5.44 0.87 0.89
H 4.96 -0.82 0.88
H 5.34 0.02 -0.64
Br -6.88 2.21 1.43
P -1.64 -1.64 -1.63
C -0.63 -2.60 -2.81
C -1.24 -3.87 -3.39
H 0.31 -2.86 -2.27
H -0.34 -1.92 -3.62
H -0.48 -4.37 -4.01
H -1.53 -4.59 -2.61
H -2.11 -3.68 -4.03
C -2.69 -2.81 -0.69
C -4.04 -3.20 -1.28
H -2.86 -2.35 0.30
H -2.08 -3.71 -0.52
H -4.56 -3.85 -0.56
H -4.70 -2.34 -1.46
H -3.95 -3.77 -2.21
C -2.71 -0.50 -2.60
C -3.17 -0.97 -3.99
H -2.14 0.44 -2.72
H -3.58 -0.25 -1.98
H -3.76 -0.17 -4.45
H -2.33 -1.19 -4.66
H -3.82 -1.86 -3.94
C -0.38 0.69 3.50
C -0.40 -0.78 3.27
N -0.29 -1.55 4.36
O -0.51 -1.36 2.13
H -0.37 0.92 4.57
H -1.27 1.17 3.07
H 0.54 1.12 3.06
H -0.28 -2.57 4.26
H -0.17 -1.11 5.27
```

---

Molecular formula: C27H43Cl2F9N3O5RuSi
Method: DFT, ωB97M-V/def2-TZVPD

Calculated values
Maximum force: 4.9 eV/Å
Relative energy (zero: lowest compared OMol25 entry of this formula, charge and spin): 113.5 kJ/mol
Frontier orbital gap (spin up / spin down): 4.634 / 3.516 eV
Molar mass: 860.70 u
2S+1: 6
HOMO (spin up / spin down): -0.1648 / -0.2258 Eh

Structure (XYZ):
```
91
C27H43Cl2F9N3O5RuSi, DFT ωB97M-V/def2-TZVPD
C -3.86 2.58 0.27
C -3.85 2.58 -1.22
H -3.57 3.57 0.69
H -3.21 1.81 0.71
H -4.91 2.40 0.57
C -4.45 3.51 -1.94
C -4.99 4.76 -1.40
H -4.62 3.35 -3.00
H -4.34 5.24 -0.67
H -5.95 4.59 -0.91
H -5.14 5.46 -2.22
Ru -0.74 -0.06 -0.84
Cl -2.27 -1.50 -1.61
C 0.77 -2.51 -1.68
O 0.81 -1.36 -1.09
N 1.65 -2.92 -2.59
C 2.83 -2.11 -2.95
C 1.39 -4.12 -3.40
H -0.02 -3.22 -1.42
H 3.48 -1.96 -2.07
H 2.52 -1.12 -3.34
H 3.38 -2.66 -3.72
H 1.09 -4.95 -2.76
H 2.29 -4.39 -3.96
H 0.56 -3.94 -4.10
H 4.01 -1.74 1.48
H 3.34 -4.62 1.41
C 3.34 -1.78 2.35
C 3.02 -4.24 2.39
N 2.43 -2.91 2.27
H 2.74 -0.86 2.40
C 1.17 -2.70 1.82
O 0.65 -1.58 1.69
H 2.29 -4.92 2.82
H 0.63 -3.64 1.57
H 3.96 -1.87 3.25
H 3.90 -4.17 3.06
H 0.75 1.90 4.54
H 0.28 3.85 1.03
C 1.46 2.20 3.75
C 1.12 3.58 1.69
N 0.77 2.39 2.47
H 2.23 1.39 3.68
C 0.02 1.41 1.91
O -0.42 1.54 0.74
H 2.01 3.39 1.07
H -0.20 0.51 2.53
H 1.96 3.16 4.01
H 1.33 4.39 2.40
O -1.95 1.27 -1.14
C -3.14 1.39 -1.87
C -2.62 2.78 -4.04
C -3.01 1.59 -3.40
H -2.39 3.68 -3.46
C -2.60 2.89 -5.44
H -3.74 0.45 -1.70
C -3.36 0.50 -4.17
H -2.32 3.85 -5.93
C -3.00 1.78 -6.21
C -3.40 0.59 -5.57
H -3.56 -0.43 -3.64
H -3.11 1.89 -7.30
H -3.80 -0.25 -6.14
Si 0.50 2.47 -2.84
Cl -0.30 4.33 -2.41
C 0.93 2.78 -4.61
C -0.09 0.60 -3.20
C 1.53 2.09 -1.37
H 1.00 1.90 -5.28
H 1.89 3.33 -4.62
H 0.05 3.36 -5.01
H 1.41 2.86 -0.60
H 2.57 2.05 -1.77
H 1.21 1.10 -0.94
H -0.98 0.52 -3.81
H -0.14 -0.33 -2.53
H 0.76 0.32 -3.86
F 1.69 -5.07 7.75
C 1.68 -3.75 8.09
F 0.79 -3.62 9.11
F 2.91 -3.45 8.58
C 1.38 -2.89 6.94
O 0.27 -3.13 6.22
C 0.18 -4.16 5.27
F 1.35 -4.77 5.04
F -0.70 -5.07 5.69
F -0.27 -3.61 4.14
C 2.43 -2.09 6.27
F 3.42 -2.91 5.78
F 1.90 -1.41 5.20
F 3.02 -1.17 7.08
```

---

Molecular formula: C27H43N5O2RuSi4Te
Method: DFT, ωB97M-V/def2-TZVPD

Calculated values
Maximum force: 1.1 eV/Å
Relative energy (zero: lowest compared OMol25 entry of this formula, charge and spin): 0.0 kJ/mol
Frontier orbital gap (spin up / spin down): 5.784 / 6.174 eV
Total charge: +1
Molar mass: 810.69 u
2S+1: 2
HOMO (spin up / spin down): -0.3731 / -0.3803 Eh

Structure (XYZ):
```
83
C27H43N5O2RuSi4Te, DFT ωB97M-V/def2-TZVPD
Ru -0.60 -0.20 0.06
O 1.09 -4.17 -1.36
C 1.48 -3.69 -2.55
C 2.02 -4.61 -3.46
C 2.44 -4.21 -4.70
C 2.34 -2.87 -5.09
C 1.80 -1.96 -4.22
C 1.37 -2.34 -2.94
C 0.78 -1.33 -2.08
O 0.54 -1.63 -0.80
N 0.50 -0.14 -2.56
N -0.05 0.66 -1.62
C -0.14 1.93 -1.75
C -0.60 2.62 -0.56
C -0.69 4.01 -0.49
C -1.01 4.60 0.72
C -1.21 3.80 1.84
C -1.11 2.43 1.70
N -0.83 1.85 0.53
H 0.76 -3.41 -0.84
H 2.09 -5.64 -3.14
H 2.86 -4.93 -5.39
H 2.68 -2.56 -6.07
H 1.71 -0.92 -4.50
H 0.19 2.45 -2.64
H -0.51 4.61 -1.37
H -1.09 5.67 0.80
H -1.44 4.22 2.81
H -1.27 1.76 2.54
N -2.94 -0.23 2.38
C -1.86 -0.90 2.83
C -1.77 -1.34 4.16
C -0.67 -2.06 4.56
C 0.34 -2.34 3.64
C 0.19 -1.88 2.36
N -0.87 -1.16 1.95
H -3.61 0.12 3.04
H -3.01 0.09 1.43
H -2.58 -1.12 4.84
H -0.59 -2.40 5.58
H 1.22 -2.92 3.91
H 0.94 -2.08 1.60
C -5.95 -4.78 -2.73
Si -4.87 -3.24 -2.75
C -5.88 -1.75 -3.30
C -3.42 -3.50 -3.93
Si -4.04 -2.90 -0.54
Te -2.70 -0.86 -1.26
Si -5.81 -2.27 0.89
C -5.38 -2.64 2.70
C -7.38 -3.22 0.48
C -6.20 -0.44 0.64
Si -2.98 -4.89 0.19
C -4.42 -5.90 0.88
C -1.73 -4.58 1.56
C -2.19 -5.85 -1.22
H -6.48 -4.86 -3.68
H -6.71 -4.75 -1.94
H -5.36 -5.69 -2.59
H -6.20 -1.89 -4.33
H -5.31 -0.82 -3.26
H -6.77 -1.62 -2.68
H -3.75 -3.33 -4.96
H -3.03 -4.52 -3.87
H -2.60 -2.81 -3.73
H -5.53 -3.70 2.92
H -6.04 -2.08 3.37
H -4.35 -2.39 2.94
H -7.30 -4.30 0.64
H -7.68 -3.05 -0.56
H -8.19 -2.84 1.11
H -5.32 0.21 0.67
H -6.91 -0.10 1.41
H -6.68 -0.29 -0.33
H -4.69 -5.60 1.89
H -4.15 -6.96 0.91
H -5.32 -5.82 0.26
H -2.24 -4.22 2.46
H -1.01 -3.83 1.26
H -1.19 -5.49 1.81
H -2.87 -5.93 -2.07
H -2.01 -6.87 -0.86
H -1.25 -5.43 -1.55
```

---

Molecular formula: C27H43NO20
Method: DFT, ωB97M-V/def2-TZVPD

Calculated values
Maximum force: 1.1 eV/Å
Structure (SMILES): COCCCCCCCC[C@H](CON=O)OC=O.O=C1OCCO1.O=C1OCCO1.O=C1OCCO1.O=C1OCCO1.O=C1OCCO1
Frontier orbital gap: 8.902 eV
Molar mass: 701.63 u
2S+1: 1
HOMO: -0.3454 Eh

Structure (XYZ):
```
91
C27H43NO20, DFT ωB97M-V/def2-TZVPD
C -1.86 -3.14 -4.16
O -0.56 -2.63 -4.07
C 0.09 -2.40 -5.31
C 0.99 -1.17 -5.21
C 2.38 -1.45 -4.62
C 2.64 -1.01 -3.15
C 3.08 -2.24 -2.35
C 3.50 -1.90 -0.92
C 2.28 -1.55 -0.07
C 2.60 -0.63 1.12
C 1.32 -0.18 1.82
C 1.19 1.33 1.79
O 0.19 1.74 2.74
N -0.05 3.15 2.60
O -1.00 3.36 1.96
O 1.26 -0.69 3.17
C 0.02 -0.95 3.64
O -0.73 -1.75 3.15
H -2.43 -2.76 -3.31
H -2.37 -2.82 -5.07
H -1.87 -4.24 -4.10
H -0.65 -2.23 -6.10
H 0.69 -3.28 -5.60
H 0.46 -0.37 -4.69
H 1.12 -0.82 -6.24
H 2.54 -2.53 -4.68
H 3.14 -0.97 -5.25
H 3.43 -0.25 -3.15
H 1.76 -0.56 -2.71
H 2.23 -2.93 -2.30
H 3.90 -2.75 -2.87
H 4.25 -1.10 -0.90
H 3.99 -2.77 -0.49
H 1.85 -2.48 0.32
H 1.53 -1.05 -0.69
H 3.15 0.23 0.75
H 3.25 -1.12 1.84
H 0.47 -0.59 1.27
H 0.85 1.61 0.79
H 2.14 1.85 2.00
H -0.22 -0.37 4.54
C -2.36 -1.50 8.12
C -1.74 -1.20 6.78
O -0.53 -0.52 7.15
C -0.20 -0.90 8.41
O 0.83 -0.64 8.94
O -1.21 -1.60 8.97
H -2.92 -2.43 8.13
H -2.99 -0.69 8.48
H -1.49 -2.10 6.22
H -2.36 -0.56 6.16
C -0.93 3.36 -1.80
C -1.50 3.59 -3.19
O -0.42 3.14 -4.03
C 0.34 2.27 -3.33
O 1.20 1.59 -3.78
O -0.03 2.27 -2.02
H -1.69 3.08 -1.07
H -0.37 4.21 -1.43
H -2.38 2.98 -3.39
H -1.73 4.63 -3.40
C -5.35 4.05 -7.16
C -3.84 4.02 -7.22
O -3.48 3.85 -5.85
C -4.53 3.27 -5.21
O -4.48 2.84 -4.10
O -5.62 3.25 -6.00
H -5.83 3.61 -8.03
H -5.75 5.05 -6.99
H -3.45 3.18 -7.79
H -3.40 4.94 -7.61
C 6.97 1.39 3.85
C 5.72 0.66 4.30
O 5.33 -0.03 3.11
C 6.42 -0.19 2.33
O 6.46 -0.87 1.36
O 7.46 0.53 2.81
H 7.71 1.50 4.63
H 6.75 2.37 3.42
H 5.92 -0.07 5.08
H 4.92 1.33 4.63
C -5.39 -1.61 3.01
C -3.91 -1.84 2.80
O -3.44 -1.98 4.14
C -4.46 -2.38 4.92
O -4.35 -2.74 6.04
O -5.63 -2.31 4.24
H -6.01 -2.03 2.22
H -5.64 -0.56 3.15
H -3.69 -2.75 2.25
H -3.41 -1.00 2.31
```

---

Molecular formula: C27H44BClN2O11
Method: DFT, ωB97M-V/def2-TZVPD

Calculated values
Maximum force: 0.7 eV/Å
Structure (SMILES): [H]/N=C(\C)C[C@@H]1C[C@](CCCCl)(CB(O)O)C(=O)N1.O=C1CCCO1.O=C1CCCO1.O=C1CCCO1.O=C1CCCO1
Frontier orbital gap: 9.399 eV
Molar mass: 618.92 u
2S+1: 1
HOMO: -0.3345 Eh

Structure (XYZ):
```
86
C27H44BClN2O11, DFT ωB97M-V/def2-TZVPD
C 3.43 0.57 3.97
C 3.68 0.22 2.53
N 4.55 -0.62 2.14
C 2.87 0.91 1.45
C 1.48 0.29 1.20
C 0.33 1.26 0.86
C -0.48 1.41 2.15
C -1.94 1.76 1.89
C -2.78 2.01 3.14
C -4.26 2.03 2.82
Cl -5.22 2.21 4.34
C 0.18 2.38 3.14
B 0.22 3.92 2.75
O 0.52 4.84 3.72
O 0.02 4.40 1.47
C -0.36 -0.05 2.63
O -1.23 -0.75 3.11
N 0.93 -0.46 2.34
H 3.88 -0.19 4.61
H 3.90 1.53 4.20
H 2.37 0.62 4.20
H 5.02 -1.03 2.95
H 2.77 1.98 1.66
H 3.45 0.81 0.54
H 1.61 -0.41 0.37
H 0.67 2.20 0.43
H -0.32 0.75 0.14
H -1.98 2.65 1.26
H -2.39 0.95 1.30
H -2.59 1.24 3.89
H -2.52 2.97 3.59
H -4.55 2.87 2.20
H -4.59 1.10 2.37
H -0.31 2.31 4.12
H 1.21 2.07 3.32
H 1.06 4.50 4.43
H -0.87 4.53 1.17
H 1.04 -1.46 2.34
O -3.89 2.95 -0.18
C -3.69 2.59 -1.30
O -3.18 3.41 -2.24
C -3.12 2.74 -3.52
C -3.12 1.25 -3.18
C -3.95 1.22 -1.90
H -4.00 3.03 -4.10
H -2.23 3.07 -4.04
H -3.51 0.63 -3.98
H -2.10 0.93 -2.96
H -5.02 1.14 -2.09
H -3.65 0.45 -1.19
O -2.10 -1.54 -3.01
C -2.93 -2.39 -3.16
O -3.68 -2.46 -4.28
C -4.68 -3.50 -4.15
C -4.13 -4.44 -3.09
C -3.34 -3.49 -2.19
H -5.62 -3.03 -3.85
H -4.81 -3.96 -5.13
H -4.91 -5.00 -2.57
H -3.45 -5.16 -3.55
H -3.97 -3.03 -1.42
H -2.47 -3.92 -1.72
O 5.36 -2.43 4.67
C 6.51 -2.75 4.56
O 7.31 -2.23 3.60
C 8.60 -2.85 3.63
C 8.74 -3.43 5.04
C 7.29 -3.76 5.38
H 8.62 -3.63 2.86
H 9.34 -2.10 3.38
H 9.42 -4.27 5.08
H 9.11 -2.65 5.71
H 7.00 -4.76 5.04
H 7.04 -3.66 6.43
O -1.82 2.63 -7.30
C -1.56 1.50 -7.01
O -1.14 1.15 -5.78
C -0.82 -0.26 -5.72
C -1.60 -0.88 -6.87
C -1.63 0.26 -7.89
H 0.26 -0.37 -5.85
H -1.11 -0.62 -4.74
H -1.15 -1.80 -7.24
H -2.61 -1.11 -6.54
H -0.75 0.26 -8.54
H -2.52 0.29 -8.51
```